Molecular formula: C4H6O2
Method: DFT, the ωB97M-V functional and the def2-TZVPD basis

Output
* 2S+1: 1
* highest occupied orbital energy: -10.27 eV
* relative energy (zero: lowest compared OMol25 entry of this formula, charge and spin): 367.0 kJ/mol
* SMILES: C1O[C@H]1[C@H]1CO1

Each line ends with the Löwdin charge.
Positions of all 12 atoms, in Å:
1 O -0.6853 -0.6010 1.9864  -0.046
2 O -0.2741 0.2497 -1.6491  -0.063
3 C 0.2556 -1.3281 1.2145  -0.111
4 C -0.6553 -0.3375 0.5732  -0.201
5 C -0.4567 0.8845 -0.3787  -0.193
6 C 0.7429 1.1212 -1.2112  -0.119
7 H 0.7953 2.0187 -1.8266  0.109
8 H -1.2317 1.6806 -0.4361  0.149
9 H -1.5603 -0.7838 0.1646  0.139
10 H 1.7169 0.6794 -1.0049  0.113
11 H 0.0722 -2.3832 0.9881  0.108
12 H 1.2805 -1.2008 1.5798  0.114

***

Molecular formula: C4H6O2
Method: DFT, the ωB97M-V functional and the def2-TZVPD basis

Output
* 2S+1: 1
* highest occupied orbital energy: -10.16 eV
* relative energy (zero: lowest compared OMol25 entry of this formula, charge and spin): 203.2 kJ/mol
* SMILES: CC(C=O)C=O

Each line ends with the Löwdin charge.
Positions of all 12 atoms, in Å:
1 O 2.2630 -0.9352 -0.0405  0.049
2 O -1.7087 -1.3341 -0.3510  0.020
3 C -0.5747 -1.3383 0.1554  -0.185
4 C 1.4480 -0.0879 -0.3226  -0.273
5 C 0.1638 -0.0301 0.4007  -0.360
6 C -0.7478 1.1656 -0.0170  -0.088
7 H -0.0702 2.1529 -0.2024  0.113
8 H -0.1438 -2.3211 0.5212  0.147
9 H -1.1954 0.7846 -1.1012  0.133
10 H -1.5492 1.3467 0.8020  0.100
11 H 0.5001 0.0239 1.4823  0.172
12 H 1.6149 0.5730 -1.3269  0.172

***

Molecular formula: C4H6O2
Method: DFT, the ωB97M-V functional and the def2-TZVPD basis

Output
* 2S+1: 1
* highest occupied orbital energy: -10.02 eV
* relative energy (zero: lowest compared OMol25 entry of this formula, charge and spin): 188.7 kJ/mol
* SMILES: O=CC[C@H]1CO1

Each line ends with the Löwdin charge.
Positions of all 12 atoms, in Å:
1 O 1.9189 0.3004 1.4781  0.055
2 O -1.7118 -0.8820 -0.4242  -0.041
3 C 0.6679 -0.2347 -0.5154  -0.105
4 C -0.5917 -0.3918 0.3001  -0.304
5 C -1.7754 0.4411 0.0848  -0.112
6 C 1.8855 0.1830 0.2756  -0.250
7 H 0.9072 -1.1996 -0.9849  0.134
8 H -0.4567 -0.8432 1.2826  0.147
9 H 0.5306 0.4665 -1.3501  0.129
10 H 2.7974 0.3622 -0.3358  0.122
11 H -1.7483 1.2291 -0.6676  0.114
12 H -2.4883 0.5951 0.8936  0.113

***

Molecular formula: C4H6O2
Method: DFT, the ωB97M-V functional and the def2-TZVPD basis

Output
* 2S+1: 1
* highest occupied orbital energy: -9.95 eV
* relative energy (zero: lowest compared OMol25 entry of this formula, charge and spin): 73.1 kJ/mol
* SMILES: CC(=O)CC=O

Each line ends with the Löwdin charge.
Positions of all 12 atoms, in Å:
1 O 0.1404 1.8671 0.4554  0.084
2 O -2.0204 -1.3708 -0.8429  0.062
3 C -1.7221 -0.4673 -0.1041  -0.252
4 C -0.4401 -0.4260 0.7102  -0.087
5 C 1.5223 0.3486 -0.7788  -0.008
6 C 0.4057 0.7216 0.1636  -0.455
7 H 1.7990 1.2130 -1.3838  0.087
8 H 0.0627 -1.3930 0.6325  0.121
9 H -0.6907 -0.1966 1.7516  0.129
10 H 2.3952 0.0335 -0.1946  0.095
11 H -2.3635 0.4312 0.0074  0.134
12 H 1.2337 -0.4936 -1.4154  0.089

***

Molecular formula: C4H6O2
Method: DFT, the ωB97M-V functional and the def2-TZVPD basis

Output
* 2S+1: 1
* highest occupied orbital energy: -9.43 eV
* relative energy (zero: lowest compared OMol25 entry of this formula, charge and spin): 337.2 kJ/mol
* SMILES: C=C1CO1.C=O

Each line ends with the Löwdin charge.
Positions of all 12 atoms, in Å:
1 O 0.2483 -2.0675 -0.6897  -0.021
2 O 1.0506 1.4226 1.1718  0.034
3 C -0.7444 -1.8394 -0.0394  -0.154
4 C -0.9760 1.2868 -0.3138  0.049
5 C 1.5599 0.4860 0.1725  -0.050
6 C 0.2516 1.0745 0.1370  -0.384
7 H 2.3474 0.8772 -0.4680  0.118
8 H -1.6632 1.9445 0.2199  0.067
9 H -1.2882 0.8143 -1.2450  0.064
10 H 1.6721 -0.5430 0.5068  0.101
11 H -0.6984 -1.4708 1.0041  0.089
12 H -1.7597 -1.9852 -0.4562  0.088

***

Molecular formula: C4H6O2
Method: DFT, the ωB97M-V functional and the def2-TZVPD basis

Output
* 2S+1: 1
* highest occupied orbital energy: -8.76 eV
* relative energy (zero: lowest compared OMol25 entry of this formula, charge and spin): 466.0 kJ/mol

Each line ends with the Löwdin charge.
Positions of all 12 atoms, in Å:
1 O 1.5543 1.3712 0.9134  0.056
2 O -1.9238 -0.6342 -0.4358  -0.049
3 C 1.8158 0.4983 0.1216  -0.255
4 C -1.3556 0.4375 0.3639  -0.251
5 C -0.3141 -0.5833 0.6096  0.012
6 C 0.7960 -0.4961 -0.3971  -0.208
7 H 2.8430 0.3818 -0.2822  0.122
8 H 0.4663 -0.1272 -1.3851  0.130
9 H 1.2909 -1.4613 -0.5575  0.108
10 H -1.9977 0.7351 1.1969  0.113
11 H -1.1696 1.2738 -0.3194  0.122
12 H -2.0056 -1.3957 0.1717  0.100